ORCA calculation (ωB97M-V/def2-TZVPD) on a cluster of 2 separate species, C18H26IN3O5S2 in total.

Geometry (Å):
1 C 3.153 -1.755 2.483
2 C 4.420 -2.163 1.578
3 O 4.111 -2.623 0.245
4 C 3.425 -1.638 -0.555
5 C 4.307 -0.375 -1.005
6 O 4.601 0.589 0.031
7 C 3.421 1.249 0.541
8 C 2.735 2.291 -0.501
9 O 1.310 2.354 -0.243
10 C 0.560 1.454 -1.086
11 C -0.194 0.302 -0.227
12 C -0.304 -1.168 -0.764
13 S 0.384 -1.629 -2.438
14 C -0.989 -2.331 0.055
15 C -1.095 -3.856 -0.413
16 C -1.885 -4.089 -1.789
17 O -3.110 -3.849 -1.929
18 I -0.821 -4.919 -3.538
19 C -1.611 -1.976 1.446
20 C -1.553 -0.500 2.025
21 N -2.078 -0.037 3.306
22 S -1.654 1.613 3.338
23 N -0.845 1.958 1.857
24 C -0.838 0.652 1.184
25 H 3.263 -0.667 2.852
26 H 3.080 -2.425 3.421
27 H 2.142 -1.858 1.946
28 H 5.223 -1.327 1.615
29 H 4.921 -3.061 2.117
30 H 3.131 -2.181 -1.538
31 H 2.408 -1.295 -0.111
32 H 5.328 -0.797 -1.356
33 H 3.831 0.082 -1.957
34 H 2.619 0.555 0.969
35 H 3.781 1.902 1.429
36 H 3.020 2.111 -1.594
37 H 3.151 3.341 -0.235
38 H -0.238 1.993 -1.722
39 H 1.257 0.910 -1.814
40 H -0.187 -0.762 -3.385
41 H -1.615 -4.464 0.417
42 H -0.025 -4.285 -0.525
43 H -2.100 -2.787 2.080
44 C -6.376 2.711 -0.239
45 N -5.495 3.170 -1.290
46 C -4.138 3.291 -1.261
47 C -3.423 2.907 0.007
48 O -3.540 3.700 -2.247
49 H -6.925 1.841 -0.607
50 H -7.086 3.510 -0.012
51 H -5.835 2.440 0.666
52 H -5.903 3.446 -2.172
53 H -2.351 3.057 -0.124
54 H -3.761 3.535 0.834
55 H -3.600 1.853 0.233

E: -63558.0798 eV
ΔE to the lowest compared entry with this formula, charge and spin: 152.65 kcal per mole
M: 555.46 g mol⁻¹
SMILES: CCOCCOCCOCc1c(S)c(CC(=O)I)cc2nsnc12.CNC(C)=O
Multiplicity: 1
HOMO energy: -8.90 eV
Frontier orbital gap: 7.2 eV

These are the Löwdin partial charges, in e, on atoms 1 to 4: C -0.09; C -0.24; O -0.18; C -0.21

ORCA calculation (ωB97M-V/def2-TZVPD) on the molecule C18H26N2O2.

Geometry (Å):
1 C -3.175 -2.095 -2.024
2 C -2.831 -2.435 -0.579
3 C -4.056 -2.501 0.335
4 C -4.817 -1.177 0.441
5 N -3.987 -0.106 0.944
6 C -3.573 0.922 0.171
7 O -3.952 1.089 -0.966
8 C -2.598 1.866 0.888
9 C -2.204 3.028 -0.025
10 C -0.836 2.657 -0.571
11 O -0.225 3.215 -1.452
12 N -0.398 1.572 0.112
13 C 0.864 0.934 -0.145
14 C 1.930 1.276 0.909
15 C 3.236 0.638 0.538
16 C 4.078 1.245 -0.387
17 C 5.263 0.643 -0.762
18 C 5.641 -0.584 -0.228
19 C 6.928 -1.227 -0.649
20 C 4.799 -1.189 0.693
21 C 3.611 -0.588 1.069
22 C -1.262 1.157 1.185
23 H -2.290 -2.188 -2.649
24 H -3.538 -1.075 -2.108
25 H -3.936 -2.772 -2.405
26 H -2.329 -3.405 -0.544
27 H -2.130 -1.689 -0.197
28 H -4.747 -3.257 -0.042
29 H -3.739 -2.810 1.335
30 H -5.171 -0.859 -0.541
31 H -5.680 -1.303 1.103
32 H -3.622 -0.206 1.878
33 H -3.077 2.207 1.809
34 H -2.908 3.137 -0.851
35 H -2.137 3.978 0.505
36 H 1.197 1.285 -1.124
37 H 0.720 -0.152 -0.187
38 H 2.037 2.362 0.949
39 H 1.604 0.920 1.889
40 H 3.799 2.198 -0.813
41 H 5.907 1.130 -1.480
42 H 7.116 -2.133 -0.079
43 H 6.891 -1.485 -1.707
44 H 7.762 -0.542 -0.504
45 H 5.073 -2.143 1.122
46 H 2.970 -1.077 1.790
47 H -1.352 0.065 1.196
48 H -0.857 1.476 2.156

E: -26164.8614 eV
ΔE to the lowest compared entry with this formula, charge and spin: 7.64 kcal per mole
M: 302.42 g mol⁻¹
SMILES: CCCCNC(=O)[C@@H]1CC(=O)N(CCc2ccc(C)cc2)C1
Multiplicity: 1
HOMO energy: -8.75 eV
Frontier orbital gap: 9.3 eV

These are the Löwdin partial charges, in e, on atoms 1 to 4: C -0.10; C -0.26; C -0.20; C -0.18

ORCA calculation (ωB97M-V/def2-TZVPD) on the molecule C18H26N2O2.

Geometry (Å):
1 C -6.090 -1.826 1.313
2 C -5.707 -0.696 0.753
3 C -4.950 -0.612 -0.539
4 N -3.678 0.059 -0.364
5 C -2.493 -0.569 -0.548
6 O -2.422 -1.709 -0.951
7 C -1.261 0.289 -0.228
8 C -1.252 0.666 1.259
9 C 0.000 1.487 1.567
10 C 0.001 2.757 0.716
11 C 0.000 2.378 -0.765
12 C 1.251 1.560 -1.084
13 C 1.259 0.287 -0.228
14 C 2.490 -0.572 -0.547
15 O 2.417 -1.714 -0.946
16 N 3.676 0.055 -0.365
17 C 4.947 -0.617 -0.541
18 C 5.710 -0.691 0.749
19 C 6.105 -1.816 1.312
20 C 1.250 0.664 1.259
21 C -0.002 -0.524 -0.538
22 C -1.251 1.562 -1.084
23 H -6.634 -1.848 2.243
24 H -5.878 -2.779 0.859
25 H -5.923 0.255 1.225
26 H -4.725 -1.608 -0.924
27 H -5.545 -0.063 -1.282
28 H -3.703 0.987 0.027
29 H -1.261 -0.243 1.864
30 H -2.138 1.250 1.520
31 H 0.000 1.759 2.629
32 H 0.883 3.359 0.947
33 H -0.881 3.361 0.947
34 H 0.001 3.290 -1.374
35 H 2.137 2.169 -0.891
36 H 1.258 1.287 -2.141
37 H 3.702 0.984 0.021
38 H 5.539 -0.074 -1.290
39 H 4.721 -1.617 -0.917
40 H 5.921 0.264 1.216
41 H 6.653 -1.830 2.239
42 H 5.897 -2.773 0.861
43 H 2.138 1.247 1.520
44 H 1.259 -0.244 1.864
45 H -0.002 -0.821 -1.588
46 H -0.002 -1.445 0.046
47 H -1.259 1.289 -2.141
48 H -2.137 2.172 -0.890

E: -26164.0141 eV
ΔE to the lowest compared entry with this formula, charge and spin: 27.18 kcal per mole
M: 302.42 g mol⁻¹
SMILES: C=CCNC(=O)[C@]12C[C@H]3C[C@H](C[C@](C(=O)NCC=C)(C3)C1)C2
Multiplicity: 1
HOMO energy: -9.37 eV
Frontier orbital gap: 9.9 eV

These are the Löwdin partial charges, in e, on atoms 1 to 4: C 0.01; C -0.17; C -0.19; N 0.07

ORCA calculation (ωB97M-V/def2-TZVPD) on the molecule C18H26N2O4.

Geometry (Å):
1 C -6.816 -1.911 -0.635
2 C -6.994 -1.212 -1.977
3 C -5.964 -1.644 -3.021
4 C -4.542 -1.175 -2.719
5 O -3.980 -2.019 -1.732
6 C -2.715 -1.795 -1.311
7 C -1.881 -0.778 -1.770
8 C -0.603 -0.657 -1.260
9 C -0.128 -1.521 -0.280
10 C 1.260 -1.326 0.206
11 O 2.116 -0.769 -0.467
12 N 1.524 -1.812 1.442
13 C 2.838 -1.720 2.041
14 C 3.096 -0.341 2.672
15 O 3.171 -0.175 3.873
16 N 3.187 0.636 1.758
17 C 3.504 1.998 2.104
18 C 4.968 2.328 1.750
19 C 5.296 3.803 2.003
20 C 4.862 4.465 0.692
21 C 4.926 3.315 -0.332
22 O 5.229 2.126 0.377
23 C -0.963 -2.545 0.170
24 C -2.234 -2.680 -0.340
25 H -6.893 -2.989 -0.757
26 H -5.844 -1.687 -0.207
27 H -7.585 -1.587 0.064
28 H -7.990 -1.435 -2.366
29 H -6.930 -0.130 -1.837
30 H -6.250 -1.236 -3.992
31 H -5.954 -2.733 -3.097
32 H -3.935 -1.227 -3.633
33 H -4.554 -0.134 -2.365
34 H -2.215 -0.083 -2.524
35 H 0.054 0.121 -1.621
36 H 0.762 -2.081 2.041
37 H 2.930 -2.483 2.815
38 H 3.579 -1.893 1.255
39 H 3.161 0.389 0.772
40 H 2.829 2.670 1.568
41 H 3.357 2.106 3.181
42 H 5.620 1.642 2.299
43 H 6.369 3.918 2.151
44 H 4.775 4.199 2.871
45 H 3.846 4.852 0.771
46 H 5.518 5.287 0.414
47 H 5.719 3.459 -1.071
48 H 3.975 3.200 -0.866
49 H -0.613 -3.263 0.896
50 H -2.886 -3.473 -0.007

E: -30259.0534 eV
ΔE to the lowest compared entry with this formula, charge and spin: 6.93 kcal per mole
M: 334.42 g mol⁻¹
SMILES: CCCCOc1ccc(C(=O)NCC(=O)NC[C@@H]2CCCO2)cc1
Multiplicity: 1
HOMO energy: -8.80 eV
Frontier orbital gap: 9.5 eV

These are the Löwdin partial charges, in e, on atoms 1 to 4: C -0.11; C -0.26; C -0.18; C -0.20

ORCA calculation (ωB97M-V/def2-TZVPD) on the molecule C18H26N2O4S.

Geometry (Å):
1 C -1.586 -5.577 -0.250
2 O -1.876 -4.364 0.408
3 C -1.730 -3.201 -0.266
4 C -2.035 -2.040 0.457
5 C -1.918 -0.802 -0.134
6 C -1.497 -0.713 -1.450
7 S -1.298 0.896 -2.183
8 O -2.333 1.778 -1.730
9 O -1.091 0.757 -3.599
10 N 0.122 1.396 -1.430
11 C 1.295 0.676 -1.887
12 C 2.538 1.305 -1.233
13 N 2.145 1.942 0.009
14 C 2.217 1.196 1.149
15 O 2.761 0.108 1.131
16 C 1.652 1.823 2.417
17 C 2.387 1.337 3.675
18 C 2.084 -0.117 4.025
19 C 0.582 -0.338 4.153
20 C -0.105 0.048 2.847
21 C 0.148 1.517 2.524
22 C 1.340 3.120 -0.232
23 C 0.330 2.825 -1.366
24 C -1.199 -1.846 -2.178
25 C -1.314 -3.095 -1.592
26 H -0.540 -5.619 -0.569
27 H -2.239 -5.730 -1.114
28 H -1.770 -6.359 0.484
29 H -2.358 -2.148 1.479
30 H -2.156 0.104 0.398
31 H 1.369 0.704 -2.982
32 H 1.179 -0.362 -1.566
33 H 3.281 0.541 -1.008
34 H 2.979 2.066 -1.881
35 H 1.799 2.906 2.359
36 H 3.462 1.460 3.529
37 H 2.084 1.977 4.509
38 H 2.478 -0.759 3.238
39 H 2.585 -0.373 4.961
40 H 0.378 -1.385 4.386
41 H 0.185 0.272 4.969
42 H 0.282 -0.574 2.038
43 H -1.180 -0.124 2.923
44 H -0.358 1.772 1.590
45 H -0.274 2.137 3.321
46 H 0.811 3.415 0.669
47 H 1.999 3.944 -0.534
48 H 0.699 3.211 -2.327
49 H -0.640 3.279 -1.163
50 H -0.886 -1.736 -3.204
51 H -1.079 -3.972 -2.174

E: -41093.4147 eV
ΔE to the lowest compared entry with this formula, charge and spin: 46.59 kcal per mole
M: 366.48 g mol⁻¹
SMILES: COc1ccc(S(=O)(=O)N2CCN(C(=O)C3CCCCC3)CC2)cc1
Multiplicity: 1
HOMO energy: -9.09 eV
Frontier orbital gap: 9.8 eV

These are the Löwdin partial charges, in e, on atoms 1 to 4: C -0.08; O -0.07; C -0.26; C 0.01

ORCA calculation (ωB97M-V/def2-TZVPD) on a cluster of 2 separate species, C18H26N6O12P in total.

Geometry (Å):
1 O -4.271 -5.160 3.777
2 O -1.193 -1.770 -0.618
3 O -0.345 -2.444 3.302
4 O 3.523 0.260 -6.517
5 O -3.280 -1.761 0.104
6 N 0.660 3.688 2.198
7 N 4.094 4.971 0.488
8 N 2.682 4.928 2.390
9 O 4.568 6.094 2.447
10 O 1.699 2.454 -2.177
11 O -0.231 0.382 0.099
12 O 2.405 0.076 -0.305
13 O 3.942 2.763 -6.419
14 O 4.732 1.115 -4.653
15 O 2.155 1.716 -4.901
16 C -4.546 -4.301 2.949
17 C -2.241 -2.355 -0.268
18 C -1.464 -2.408 2.805
19 C 0.155 2.989 1.208
20 C 3.767 5.297 1.733
21 C 3.250 4.176 -0.176
22 C 1.859 4.149 1.708
23 C 2.080 3.743 0.419
24 N -2.126 -1.252 2.661
25 N 0.978 2.969 0.082
26 N -3.639 -3.568 2.316
27 C -5.987 -4.023 2.598
28 C -1.675 0.047 3.153
29 C 1.825 0.720 -3.919
30 C -2.214 -3.881 -0.187
31 C 0.619 2.366 -1.226
32 C 2.218 1.145 -2.490
33 C 0.277 0.868 -1.148
34 C 1.592 0.186 -1.480
35 C -1.637 -4.390 1.149
36 C -2.182 -3.725 2.434
37 P 3.565 1.443 -5.642
38 H 4.097 6.148 3.289
39 H -0.655 -0.526 -0.078
40 H 1.821 -0.170 0.442
41 H 3.841 3.423 -5.725
42 H 5.319 0.664 -5.274
43 H -0.812 2.499 1.258
44 H 3.484 3.885 -1.195
45 H -2.945 -1.275 2.061
46 H -3.956 -2.907 1.611
47 H -6.252 -3.033 2.961
48 H -6.106 -4.065 1.517
49 H -6.616 -4.775 3.071
50 H -1.370 0.663 2.311
51 H -2.487 0.542 3.685
52 H -0.827 -0.072 3.829
53 H 2.288 -0.249 -4.144
54 H 0.743 0.565 -3.961
55 H -3.227 -4.272 -0.308
56 H -1.613 -4.287 -1.005
57 H -0.249 2.905 -1.617
58 H 3.308 1.134 -2.390
59 H -0.459 0.645 -1.928
60 H 1.419 -0.812 -1.898
61 H -1.842 -5.460 1.209
62 H -0.553 -4.273 1.130
63 H -1.963 -4.404 3.259

E: -61894.7595 eV
M: 549.41 g mol⁻¹
Multiplicity: 1
HOMO energy: -6.49 eV
Net charge: -1
Frontier orbital gap: 8.4 eV

These are the Löwdin partial charges, in e, on atoms 1 to 4: O 0.02; O -0.01; O 0.04; O -0.26